14
Properties=species:S:1:pos:R:3 method="wB97M-V/def2-TZVPD" homo_energy_ev=-15.45 e_tot_ev=-8269.3617 e_lumo_ha=-0.1924 total_charge=+1 orbital_gap_ev=10.22 de_lowest_kcal_mol=78.8
C -0.40 -1.42 0.03
C 0.23 -0.12 0.02
C -1.14 0.45 -0.01
C 1.47 0.35 -0.74
C 1.47 0.40 0.73
N -1.63 -0.97 -0.01
N -1.60 1.56 0.00
H -0.06 -2.45 0.06
H 2.04 -0.42 -1.24
H 1.34 1.26 -1.31
H 1.35 1.36 1.22
H 2.06 -0.32 1.28
H -2.53 -1.44 -0.02
H -2.60 1.76 0.00